{"formula": "C29H48AsIN5OPPdS", "method": "ωB97M-V/def2-TZVPD", "lumo_ev": 3.833, "de_lowest_ev": 0.803, "e_tot_ha": -4883.70013, "total_charge": -2, "gap_ev": 4.53, "elements": ["Pd", "I", "C", "C", "C", "C", "N", "C", "H", "H", "H", "H", "N", "P", "N", "C", "C", "C", "C", "C", "N", "C", "C", "C", "C", "C", "N", "C", "C", "C", "C", "C", "H", "H", "H", "H", "H", "H", "H", "H", "H", "H", "H", "H", "H", "H", "H", "H", "H", "H", "H", "H", "H", "H", "H", "H", "H", "H", "H", "H", "H", "H", "C", "As", "C", "C", "O", "H", "H", "H", "H", "H", "H", "H", "H", "H", "S", "C", "C", "C", "C", "C", "C", "H", "H", "H", "H", "H"], "xyz": [[-0.259273, -0.433022, 1.452223], [-4.468037, 2.270876, 2.671845], [-2.786048, 1.121235, 3.138052], [-1.822871, 1.631263, 4.049688], [-0.706984, 0.877986, 4.240067], [-0.560085, -0.397017, 3.601648], [-1.600240, -0.957448, 2.876256], [-2.630368, -0.100174, 2.553145], [-1.958789, 2.592283, 4.528936], [0.083181, 1.217249, 4.904346], [0.143946, -1.114757, 4.015126], [-3.357930, -0.501278, 1.859429], [-1.506032, -1.045486, -0.255761], [-1.739976, -2.115179, -1.283625], [-2.125239, -3.637173, -0.603786], [-1.829509, -3.908498, 0.789523], [-0.722155, -4.942998, 0.954812], [-1.042063, -6.208596, 0.162750], [-1.306124, -5.857885, -1.298607], [-2.421420, -4.811804, -1.382495], [-0.460978, -2.383496, -2.405959], [-0.422113, -3.200760, -3.614655], [0.999878, -3.295154, -4.176392], [1.669403, -1.927447, -4.145440], [1.777642, -1.429355, -2.690712], [0.854648, -2.222739, -1.775029], [-3.101389, -1.895004, -2.292910], [-4.344524, -1.755173, -1.555128], [-5.421389, -2.666392, -2.133111], [-5.695086, -2.315548, -3.610915], [-4.581227, -1.431913, -4.177293], [-3.206819, -1.919724, -3.732991], [-2.747145, -4.281523, 1.281086], [-1.559446, -2.965847, 1.270861], [-0.578614, -5.162543, 2.015140], [0.217064, -4.502260, 0.609218], [-1.945016, -6.678505, 0.577659], [-0.233910, -6.941260, 0.250036], [-1.575510, -6.746551, -1.882821], [-0.394009, -5.435934, -1.730930], [-3.350226, -5.284158, -1.004789], [-2.622483, -4.526894, -2.419050], [-1.033130, -2.747260, -4.397898], [-0.810385, -4.220001, -3.470168], [0.940825, -3.690073, -5.196990], [1.594493, -4.006752, -3.596874], [1.064050, -1.232663, -4.737156], [2.652619, -1.972907, -4.624401], [1.496991, -0.378430, -2.615167], [2.803222, -1.513056, -2.320840], [0.731064, -1.691951, -0.834594], [1.289372, -3.203528, -1.533681], [-4.691436, -0.711686, -1.555752], [-4.147252, -2.000641, -0.511682], [-6.338030, -2.586977, -1.541506], [-5.069998, -3.696901, -2.043975], [-6.655418, -1.801599, -3.712123], [-5.767944, -3.229530, -4.208819], [-4.714402, -0.400803, -3.841620], [-4.620276, -1.418391, -5.270951], [-2.440623, -1.274931, -4.180019], [-3.055211, -2.926846, -4.159144], [2.571072, 0.909826, 2.778293], [1.545637, 1.541802, 1.274862], [2.860566, 2.824499, 0.569245], [0.100136, 2.788632, 1.568833], [1.269349, 0.480852, 0.014141], [2.744111, 1.734050, 3.471763], [3.512933, 0.568805, 2.345577], [2.074023, 0.061567, 3.242699], [3.043169, 3.635811, 1.276906], [2.460006, 3.227615, -0.361034], [3.794024, 2.302664, 0.357969], [0.050744, 3.121900, 2.603753], [-0.824817, 2.269247, 1.314375], [0.276856, 3.628875, 0.896465], [1.890081, -2.634045, 2.213694], [3.427086, -2.989036, 2.944122], [3.678330, -2.770974, 4.317169], [4.901533, -3.045953, 4.904289], [5.959347, -3.553901, 4.155810], [5.745791, -3.770058, 2.795990], [4.524334, -3.493548, 2.209664], [2.866199, -2.379410, 4.919901], [5.031805, -2.860602, 5.967111], [6.916695, -3.772160, 4.615119], [6.551878, -4.160580, 2.180700], [4.378863, -3.662168, 1.149135]], "atomic_forces_ev_per_a": [[-0.859, -0.421, -0.414], [-0.104, 0.090, -0.015], [0.021, -0.088, 0.037], [-0.014, 0.070, 0.004], [0.057, -0.131, 0.095], [0.159, 0.143, 0.005], [0.070, 0.232, -0.204], [0.001, -0.095, 0.321], [-0.005, -0.006, -0.007], [-0.017, 0.008, -0.025], [-0.024, 0.047, -0.075], [0.078, 0.024, -0.089], [0.046, 0.168, 0.122], [0.253, 0.227, 0.079], [-0.031, -0.121, -0.145], [-0.050, 0.077, 0.120], [0.007, 0.022, -0.036], [-0.013, -0.004, 0.046], [-0.029, 0.025, -0.028], [-0.041, -0.057, 0.058], [-0.136, 0.090, -0.128], [0.042, -0.084, 0.008], [0.003, -0.080, -0.026], [0.010, 0.018, -0.021], [0.013, 0.010, 0.025], [0.006, -0.031, -0.001], [0.019, -0.365, -0.037], [-0.048, 0.053, 0.028], [-0.041, 0.017, 0.004], [0.003, -0.007, -0.001], [0.007, 0.030, -0.048], [0.006, 0.231, -0.085], [-0.011, -0.035, 0.006], [-0.045, -0.092, -0.050], [-0.002, -0.017, 0.013], [0.020, -0.017, -0.001], [0.000, -0.020, 0.017], [0.015, 0.005, -0.018], [-0.006, -0.012, 0.009], [0.020, 0.006, -0.028], [0.018, -0.002, -0.005], [0.016, 0.009, 0.039], [0.050, -0.022, 0.012], [0.024, 0.016, 0.015], [0.009, 0.009, 0.014], [-0.004, 0.006, -0.005], [-0.018, -0.001, -0.004], [-0.006, 0.016, -0.007], [0.019, 0.017, 0.001], [0.003, -0.025, 0.013], [-0.008, 0.008, -0.017], [0.026, 0.018, 0.034], [-0.021, 0.001, 0.021], [0.010, -0.025, -0.026], [-0.001, -0.006, 0.003], [0.007, 0.000, -0.010], [-0.006, 0.003, -0.009], [0.000, -0.007, 0.006], [0.002, 0.004, 0.005], [-0.012, 0.003, 0.013], [0.002, -0.036, 0.025], [-0.066, -0.014, 0.038], [-0.024, -0.081, 0.072], [0.213, -0.062, -0.633], [0.077, -0.032, -0.048], [-0.093, -0.002, 0.094], [0.123, 0.240, 0.623], [0.007, 0.011, 0.031], [0.010, 0.005, 0.084], [0.027, 0.032, -0.027], [0.009, 0.018, 0.006], [0.009, 0.019, 0.004], [-0.004, 0.006, 0.007], [0.034, -0.003, -0.026], [0.034, 0.034, 0.027], [-0.069, 0.030, 0.026], [0.347, -0.206, 0.152], [-0.087, 0.124, -0.055], [-0.078, 0.026, 0.076], [0.030, 0.000, 0.026], [-0.007, 0.002, -0.007], [0.077, -0.014, 0.017], [-0.065, -0.011, -0.099], [-0.001, -0.006, 0.004], [0.002, -0.002, -0.006], [0.003, 0.002, -0.005], [-0.006, 0.002, 0.000], [0.008, -0.013, -0.011]]}

***

{"formula": "C29H48BFN2O7", "method": "ωB97M-V/def2-TZVPD", "lumo_ev": [-1.099, -1.099], "multiplicity": 3, "e_tot_ha": -1894.69496, "gap_ev": [6.90, 8.17], "elements": ["C", "C", "F", "C", "C", "C", "C", "O", "C", "C", "C", "O", "C", "B", "O", "O", "C", "O", "H", "H", "H", "H", "H", "H", "H", "H", "H", "H", "H", "H", "C", "C", "C", "C", "C", "C", "N", "O", "C", "C", "C", "H", "H", "H", "H", "H", "H", "H", "H", "H", "H", "H", "H", "H", "H", "H", "H", "H", "H", "C", "C", "C", "C", "C", "C", "N", "O", "C", "C", "C", "H", "H", "H", "H", "H", "H", "H", "H", "H", "H", "H", "H", "H", "H", "H", "H", "H", "H"], "xyz": [[-0.033773, -8.875256, -4.816957], [0.894355, -8.254699, -3.801216], [1.910216, -9.172881, -3.522998], [1.499172, -6.942765, -4.277394], [2.604336, -6.364604, -3.442287], [3.698529, -6.987663, -3.007788], [4.660498, -6.242487, -2.153607], [5.359057, -6.789153, -1.333187], [4.742002, -4.748514, -2.367155], [6.100572, -4.140321, -2.128844], [6.880765, -4.207979, -3.436167], [6.913874, -3.305947, -4.235325], [3.651042, -4.105307, -2.792821], [3.591892, -2.572779, -3.164989], [3.995416, -1.573278, -2.313826], [3.156686, -2.237568, -4.409101], [2.426954, -4.938350, -2.992049], [1.320034, -4.518020, -2.746398], [-0.976957, -8.329747, -4.860137], [0.423407, -8.876282, -5.808539], [-0.236982, -9.908999, -4.537841], [0.361783, -8.079502, -2.862277], [1.852866, -7.056554, -5.307579], [0.685244, -6.213897, -4.292986], [3.904387, -8.031259, -3.203293], [6.611095, -4.735685, -1.369273], [6.046262, -3.098743, -1.816790], [7.411214, -5.163567, -3.631140], [4.108413, -1.912026, -1.421191], [3.065326, -1.284046, -4.508211], [0.958999, 0.264055, -0.877700], [0.713550, -0.522255, 0.417476], [-0.696525, -0.273942, 0.962678], [-0.869297, 1.120796, 1.559872], [0.190925, 1.406160, 2.621320], [1.625826, 1.193229, 2.122847], [1.697789, -0.167478, 1.492122], [1.919635, -1.112760, 2.322106], [2.039381, 2.298101, 1.148185], [2.602356, 1.217222, 3.292793], [0.894646, -1.995691, 0.077588], [0.578315, -0.325772, -1.712213], [0.452160, 1.225621, -0.923591], [2.023840, 0.421804, -1.049912], [-0.906535, -1.021386, 1.733732], [-1.411792, -0.439865, 0.152575], [-0.840410, 1.883281, 0.775727], [-1.858715, 1.195534, 2.015553], [0.105138, 2.434808, 2.980113], [0.021153, 0.753242, 3.482524], [2.997497, 2.061647, 0.683411], [2.154613, 3.226098, 1.709662], [1.313647, 2.484022, 0.363072], [2.315840, 0.516146, 4.070952], [2.615582, 2.224695, 3.712730], [3.609896, 0.965232, 2.960610], [1.908247, -2.195788, -0.274101], [0.205791, -2.257286, -0.726614], [0.698718, -2.650266, 0.922231], [-2.644473, 6.552026, 1.557494], [-2.945941, 5.219756, 2.256571], [-3.324555, 4.131961, 1.246528], [-4.702711, 4.336347, 0.621274], [-5.779829, 4.485604, 1.693949], [-5.467498, 5.576661, 2.726646], [-4.075448, 5.338514, 3.239556], [-4.017149, 4.495399, 4.196702], [-5.626969, 6.973530, 2.123127], [-6.422285, 5.473238, 3.910694], [-1.696543, 4.807067, 3.026996], [-1.603519, 6.548647, 1.233564], [-3.252135, 6.724153, 0.672730], [-2.779541, 7.391067, 2.239748], [-3.305592, 3.164790, 1.757413], [-2.554048, 4.098103, 0.470512], [-4.700216, 5.204850, -0.043030], [-4.940972, 3.476519, -0.007663], [-6.746645, 4.714281, 1.237670], [-5.891728, 3.534594, 2.223046], [-5.259683, 7.733393, 2.814011], [-6.688635, 7.155083, 1.953175], [-5.122943, 7.101570, 1.170753], [-6.430197, 4.474403, 4.336345], [-7.428715, 5.718848, 3.566814], [-6.141579, 6.175939, 4.695575], [-1.436945, 5.557588, 3.774902], [-0.869445, 4.719745, 2.318891], [-1.832020, 3.855001, 3.531625]], "atomic_forces_ev_per_a": [[0.016, -0.058, -0.098], [-0.107, 0.188, 0.104], [0.111, -0.114, -0.045], [-0.130, 0.023, -0.046], [0.004, 0.144, 0.018], [0.074, 0.070, 0.073], [-0.109, 0.104, -0.215], [0.232, -0.146, -0.041], [0.115, -0.208, 0.058], [0.040, -0.009, 0.004], [0.032, 0.254, -0.206], [-0.025, -0.371, 0.390], [-0.009, -0.058, -0.115], [0.051, 0.340, -0.053], [-0.253, -0.291, 0.022], [-0.125, -0.138, 0.161], [0.007, -0.189, 0.076], [-0.127, 0.288, -0.179], [0.026, 0.008, -0.033], [-0.026, 0.005, 0.025], [-0.076, 0.052, 0.044], [0.116, -0.093, 0.071], [0.054, -0.039, 0.057], [0.024, -0.027, -0.091], [-0.028, -0.004, 0.147], [-0.001, 0.051, -0.010], [-0.043, -0.023, -0.087], [-0.073, 0.096, -0.018], [0.105, 0.156, 0.125], [0.099, 0.039, -0.086], [0.037, 0.053, -0.118], [0.120, -0.027, -0.274], [-0.083, 0.039, 0.069], [0.031, 0.012, 0.001], [-0.077, 0.012, 0.036], [0.130, 0.050, -0.074], [-0.416, 0.071, 0.166], [0.224, -0.089, -0.014], [0.026, -0.035, -0.045], [-0.032, 0.047, 0.056], [-0.079, -0.221, 0.026], [-0.007, 0.000, 0.001], [0.017, 0.012, 0.096], [0.003, -0.013, 0.010], [0.061, -0.008, 0.005], [-0.016, 0.006, 0.011], [0.024, -0.010, -0.010], [-0.010, 0.025, -0.012], [-0.026, -0.012, 0.022], [0.046, -0.049, -0.028], [0.001, 0.011, 0.002], [0.011, -0.008, 0.012], [-0.014, 0.003, -0.001], [0.003, -0.029, -0.010], [0.000, -0.014, -0.003], [0.000, 0.008, -0.009], [0.003, 0.036, 0.002], [0.018, 0.013, -0.012], [0.028, 0.072, 0.063], [-0.019, 0.027, 0.021], [0.089, 0.168, 0.029], [-0.028, -0.090, -0.128], [-0.001, 0.053, 0.044], [-0.019, -0.061, -0.052], [0.001, 0.152, 0.052], [-0.110, -0.310, -0.290], [0.051, 0.082, 0.198], [0.056, 0.026, 0.015], [-0.067, -0.028, -0.029], [0.016, -0.054, -0.009], [-0.003, -0.011, -0.008], [-0.008, 0.001, 0.007], [0.023, -0.002, 0.005], [-0.005, 0.032, 0.059], [-0.001, -0.016, 0.000], [0.009, 0.021, 0.025], [-0.003, 0.015, -0.029], [-0.004, -0.033, -0.008], [0.037, 0.018, 0.040], [-0.008, 0.004, -0.004], [-0.005, -0.003, 0.017], [-0.010, -0.007, -0.006], [0.027, -0.009, 0.013], [0.013, -0.004, 0.007], [0.002, 0.010, -0.008], [-0.001, 0.005, -0.004], [-0.009, 0.010, 0.006], [-0.022, -0.001, 0.018]]}